The following is a quantum chemistry calculation of an isolated molecule of C3H5N3S2, from the OMol25 dataset.

Computed properties:
highest occupied orbital energy: -8.7 eV
structure (SMILES): C=N/N=C/N(S)C=S
calculated total energy: -1077.84831 Eh
gap between HOMO and LUMO: 8.232 eV
energy relative to the best compared isomer or geometry (same formula, charge and spin): 2.9594 eV

Last column: Löwdin charge in e.
Geometry (Å):
1 C -3.67 -0.76 0.01  -0.043
2 N -2.47 -1.18 0.07  -0.088
3 N -1.64 -0.14 -0.24  -0.051
4 C -0.41 -0.49 0.04  -0.237
5 N 0.58 0.47 0.08  -0.488
6 S 0.27 2.24 -0.02  0.760
7 C 1.94 0.06 0.03  -0.761
8 S 2.51 -1.45 -0.04  0.667
9 H -4.48 -1.45 0.32  0.068
10 H -3.81 0.33 -0.23  0.081
11 H -0.18 -1.52 0.31  0.101
12 H -1.11 2.07 0.29  -0.093
13 H 2.62 0.97 0.35  0.084